[1]
ORCA calculation (ωB97M-V with the def2-TZVPD basis set) on 7 unconnected molecules or ions with the total composition C62H137F6N4O9P2S2 in a non-equilibrium geometry.

Geometry as XYZ:
```
222
Properties=species:S:1:pos:R:3:mulliken_spin:R:1
H 2.60 3.73 5.23 0.00
N -0.80 -3.97 2.14 -1.27
H -4.26 2.48 -7.37 0.00
H -2.25 6.78 -6.85 0.00
C 1.63 -1.22 6.89 0.12
H -1.64 2.49 -2.42 -0.01
H 1.09 -3.92 -3.12 0.00
H 0.96 4.44 5.43 -0.01
H -3.08 1.34 8.21 -0.04
H -3.76 2.78 -4.88 0.00
H -1.85 -2.88 0.66 0.29
C 3.68 6.25 6.11 0.00
H -0.69 -3.92 -5.02 0.00
H -3.95 -3.54 -1.51 0.06
H -0.34 5.25 -2.96 0.00
H 0.42 -1.76 -4.51 0.00
H -0.80 6.40 -8.56 0.00
C -3.34 1.79 -5.03 0.00
C 1.35 2.11 1.25 0.01
C -1.06 -5.40 1.47 0.04
C -1.53 4.83 -6.24 0.00
C 3.31 -0.92 -6.42 0.00
H -2.94 3.71 8.14 0.00
H 1.53 -5.74 -1.00 0.00
H 4.60 3.36 -2.19 0.00
H 1.07 2.03 0.20 0.01
H -4.43 -0.08 -5.69 0.01
H 3.50 -1.70 5.86 0.00
C -1.41 3.33 -3.08 0.05
C 3.39 -1.97 -7.49 0.00
C 2.56 -5.67 4.67 -0.01
H -1.03 2.44 3.68 0.00
O 5.66 -4.41 3.33 0.00
C -1.98 -3.06 1.73 -0.94
C 2.20 1.23 7.05 0.02
H 3.43 -5.69 4.02 0.00
H -0.06 -6.16 4.08 0.00
H -0.02 2.97 8.91 -0.01
C -0.63 6.08 -0.29 0.00
H 0.38 -2.87 0.66 0.03
H -2.75 2.86 1.62 -0.02
O -1.42 -0.10 -2.63 -0.04
C 1.01 1.93 -4.28 0.00
O 0.41 0.10 -1.30 -0.03
H 0.41 0.51 4.47 0.03
H -2.86 -3.67 1.92 0.07
F 4.45 -1.13 -1.02 0.00
C -0.67 2.34 6.89 0.23
H -7.54 -1.08 -0.07 -0.01
H -5.53 1.20 -5.42 0.00
O -4.23 1.58 0.83 -0.48
H 0.06 -1.40 2.74 -0.16
H -5.18 0.76 -1.92 0.04
N -5.42 -0.99 -0.70 -0.30
H 0.57 3.26 3.45 0.01
O -1.06 -1.59 -1.07 0.15
C 3.38 2.01 -3.36 0.00
C -0.77 3.19 8.15 -0.05
H 2.61 -1.09 -4.40 0.00
H -2.83 -3.33 -5.67 0.00
C 4.74 2.79 -3.11 0.00
H -1.98 4.31 -7.08 0.00
N 5.93 -2.49 1.74 0.00
H 1.28 -4.02 1.64 0.01
H -1.50 0.63 -5.67 0.00
H -5.25 -2.79 2.25 -0.13
H -2.02 -2.11 2.27 1.24
H -1.80 1.11 9.31 -0.01
P 1.00 2.22 6.10 -0.51
C 2.06 -4.23 -3.52 0.00
O 3.88 -4.21 0.97 0.00
H -0.58 -3.23 4.08 -0.14
H 0.61 5.92 -7.63 0.00
C -2.19 3.23 8.77 0.00
C 2.26 -3.01 -7.18 0.00
H 3.66 6.04 5.04 0.00
C 2.86 -2.09 6.65 -0.03
H -2.12 -2.07 -4.65 0.00
H -1.77 -4.36 4.08 0.23
H 0.70 0.21 8.19 0.02
H 0.31 4.16 -1.88 0.00
H 2.52 -0.21 -6.64 0.00
C 3.85 -1.80 -0.05 0.00
H -5.49 -3.68 0.71 0.07
C -4.88 -1.50 0.69 -0.01
H -0.81 2.14 1.38 0.03
H -2.44 3.67 -3.22 0.01
H -0.54 4.22 7.88 0.00
H 2.59 1.94 7.78 0.00
C -0.71 -0.56 -1.73 -0.08
H -2.21 -4.93 -0.47 0.02
H 3.31 -5.40 -1.09 0.00
H -0.54 -3.75 -6.64 0.00
H -1.81 4.26 -0.46 0.06
H -3.39 1.65 9.86 0.00
H 3.09 1.08 6.43 0.01
H -1.26 2.86 6.14 0.11
H 3.09 4.00 7.40 0.00
H 2.62 -6.99 -1.33 0.00
H -0.94 6.71 -5.62 0.00
S 4.89 -3.23 0.57 0.00
C 0.49 -2.21 -5.50 0.01
H 0.04 -5.09 5.38 -0.01
H 2.74 -3.50 -3.08 0.00
C 6.25 -2.01 4.45 0.00
H 3.26 1.24 -2.60 0.00
C -0.78 -4.22 3.66 0.82
H 1.24 -2.33 3.53 -0.03
H -2.12 3.79 9.71 0.00
C -0.29 4.02 -5.79 0.00
H 0.27 3.74 -6.68 0.00
H -0.43 6.94 -0.92 0.00
H 2.20 -6.69 4.84 0.00
H 1.79 -1.60 2.13 0.06
O 5.65 -3.57 -0.60 0.00
H 1.87 1.34 4.15 0.00
C -4.51 1.00 -5.75 0.00
C 2.05 2.77 -3.50 0.00
H 3.22 -6.08 -3.60 0.00
H 3.89 7.32 6.17 0.00
H 1.38 1.51 -5.22 0.00
H -2.30 4.82 -5.46 0.00
H 0.43 4.61 -5.22 0.00
H -2.34 -1.86 -6.41 0.00
H 0.74 1.13 -3.60 0.01
C -1.32 6.29 -6.55 0.00
H 1.59 -6.31 -3.48 0.00
C 0.28 -5.15 4.31 -0.10
H -2.92 1.28 2.35 -0.30
P -0.61 2.68 -4.68 0.00
H 3.28 -1.53 -8.48 0.00
H 2.25 1.54 1.46 0.01
H 3.47 -2.29 7.53 0.00
H -0.20 0.72 1.90 -0.01
H -5.00 -0.60 1.28 0.13
C -6.80 -0.35 -0.37 0.04
C 1.75 3.85 5.90 0.02
H 5.62 2.15 -3.03 0.00
H -3.75 -0.20 -2.03 0.04
H -4.06 2.53 2.75 0.20
C 2.92 -1.76 -5.21 0.00
C 0.89 -2.07 2.53 -0.01
C -0.69 -3.13 -5.76 0.00
C -0.66 4.49 -2.24 0.00
H -0.14 -5.93 1.68 0.00
H -1.09 1.36 7.05 0.03
H -5.37 1.16 -7.83 0.00
C -5.60 -2.73 1.22 -0.11
H 1.56 6.40 6.29 0.00
H -3.37 1.36 -4.03 0.01
H 1.05 -1.14 5.97 0.01
H 1.57 3.16 1.46 0.01
C -3.49 2.11 1.92 0.97
H 1.49 4.41 7.98 0.00
C 2.46 -5.93 -1.52 0.00
H -2.35 5.61 -1.47 -0.01
N 1.88 -2.84 -5.70 0.00
H 2.42 6.49 7.85 0.00
C -4.47 1.42 -7.27 0.00
H 2.33 3.72 -3.96 0.00
O 1.66 -4.86 3.98 -0.06
H 4.59 5.77 6.49 0.00
H -1.31 -6.37 -0.46 0.00
C 0.49 -3.27 1.67 0.36
O 3.94 -2.66 3.21 0.02
H 1.39 -2.73 -7.77 0.00
C -5.67 -2.16 -1.70 0.05
H -4.62 -3.51 -3.06 -0.03
F 7.60 -2.18 4.34 0.00
H 2.53 -4.02 -7.48 0.00
H -3.06 1.85 -0.80 0.27
H 0.52 -0.43 -0.51 -0.02
C 1.70 -0.02 7.80 -0.05
H -6.37 -2.88 -1.27 0.05
H 3.13 -4.53 -5.25 0.00
C -0.27 6.56 -7.62 0.00
H -6.15 -1.68 -2.55 -0.03
C -1.88 1.65 -5.53 0.00
H -1.88 2.12 -6.51 0.00
C -2.62 1.79 9.10 0.09
H 0.82 -1.77 7.38 0.01
C 0.05 1.78 1.95 -0.30
H 4.23 -0.35 -6.24 0.00
H 1.80 3.02 -2.47 0.00
H 3.71 1.46 -4.24 0.00
C 0.83 1.52 4.43 0.32
C 2.11 -4.22 -5.03 0.00
C 2.17 4.52 7.14 0.00
H 2.50 -3.07 6.33 0.01
H -3.83 -1.69 0.48 0.33
C 2.37 -5.68 -3.05 0.00
H 2.88 -5.39 5.67 0.00
C -1.48 5.08 -1.10 -0.06
C -4.47 0.19 -1.32 -0.17
H -0.51 -4.74 -0.54 0.04
H 4.88 3.48 -3.94 0.00
H 0.42 -1.29 -6.08 0.00
C -2.05 -2.56 -5.63 0.01
H -3.65 0.98 -7.83 0.00
C -3.61 1.04 -0.33 -0.18
H -1.27 6.41 0.54 0.00
H -1.84 -5.87 2.07 0.07
F 6.03 -0.69 4.29 0.00
F 2.70 -2.36 -0.53 -0.01
C 0.01 2.33 3.38 -0.12
H -7.19 0.16 -1.26 0.00
H -2.79 0.34 -0.14 0.07
S 5.35 -3.03 3.05 0.00
H -6.68 -2.62 1.34 -0.02
H -0.04 7.63 -7.53 0.00
C 2.41 6.03 6.86 0.00
C -1.28 -5.35 -0.07 -0.07
H 1.50 -5.02 -5.46 0.00
C -4.41 -2.85 -2.23 -0.05
H -3.72 -2.16 -2.71 0.00
H 3.79 -2.33 -4.88 0.00
H 0.27 5.53 -0.02 0.00
F 5.82 -2.45 5.66 0.00
H -6.73 0.36 0.46 0.03
H 4.39 -2.38 -7.36 0.00
F 3.66 -0.94 1.01 0.00
H 2.34 -0.16 8.67 0.00
```

- Kohn-Sham gap (alpha / beta) (hartree) = 0.0641 / 0.2923
- ⟨S²⟩ = 0.75
- HOMO level (alpha / beta) (eV) = -5.42 / -11.63
- spin multiplicity = 2
- net charge = +2

---

[2]
ORCA calculation (ωB97M-V with the def2-TZVPD basis set) on 2 unconnected molecules or ions with the total composition C2H8NO in a non-equilibrium geometry.

Geometry as XYZ:
```
12
Properties=species:S:1:pos:R:3:lowdin_charge:R:1
C -0.58 -0.64 1.03 0.01
N 0.67 0.08 0.75 0.01
H -0.06 0.03 -2.81 0.05
H 1.70 1.80 0.32 0.13
H -0.48 -1.13 1.99 0.11
C 0.75 1.34 0.58 0.19
H -0.21 1.83 0.53 0.13
H -1.40 0.08 1.00 0.11
H -1.08 -0.82 -2.14 0.05
O -0.12 -0.76 -2.25 -0.06
H -0.73 -1.33 0.22 0.09
H 1.54 -0.47 0.78 0.19
```

- Kohn-Sham gap (hartree) = 0.3811
- ΔE to the lowest compared entry with this formula, charge and spin (kcal/mol) = 25.5
- HOMO level (eV) = -15.61
- net charge = +1

---

[3]
ORCA calculation (ωB97M-V with the def2-TZVPD basis set) on a molecular structure, C33H24ClIN6O2PdS in a non-equilibrium geometry.

Geometry as XYZ:
```
69
Properties=species:S:1:pos:R:3:lowdin_charge:R:1
C 7.10 -1.26 -1.33 -0.52
C -0.31 -3.08 -0.10 -0.13
O 0.91 -0.46 2.26 -0.11
H 2.99 -1.08 6.59 0.11
C 7.03 -1.76 -2.62 -0.07
N -0.70 1.33 -1.53 0.03
C -2.80 -3.06 0.46 -0.59
C 3.34 -0.27 0.62 -0.12
H 2.81 -2.44 -0.75 0.12
C 2.01 -4.43 -0.56 0.04
C -2.51 3.02 -2.75 -0.03
H -0.32 4.81 0.43 0.10
H 3.00 3.18 6.17 0.11
C 2.73 2.20 5.79 -0.06
C -1.06 2.46 -0.94 -0.23
C 2.96 1.16 -1.15 -0.09
C 7.37 -3.50 -0.55 -0.13
H 2.95 -4.92 -0.77 0.14
Cl -1.65 -6.80 0.31 0.97
C 1.93 -3.04 -0.57 -0.02
C 2.73 -0.19 6.03 -0.07
C -0.49 2.68 0.41 -0.24
C -1.25 1.01 -2.70 -0.13
C -2.17 1.82 -3.35 -0.04
C -0.64 4.00 1.09 -0.01
C 7.11 -3.14 -2.79 -0.13
N 0.11 1.70 0.98 -0.02
N 0.79 -2.38 -0.35 0.08
H -2.19 4.28 -1.03 0.12
C 0.87 -5.16 -0.29 0.04
C 4.71 -0.23 0.41 -0.04
C -1.55 -2.30 0.15 -0.33
C 5.21 0.51 -0.66 -0.48
H 2.91 -0.83 1.44 0.11
C -1.59 -5.13 0.26 -0.51
N 7.26 -3.99 -1.78 0.07
C 3.05 1.07 6.52 -0.07
H 1.79 2.97 4.02 0.10
C 7.31 -2.14 -0.27 -0.09
C 1.05 0.67 2.78 -0.47
H 1.83 -1.28 4.41 0.11
H -2.60 1.52 -4.30 0.11
H 6.92 -1.10 -3.47 0.11
C 4.31 1.26 -1.42 -0.04
H 7.46 -1.78 0.74 0.11
H -3.22 3.69 -3.22 0.12
H 7.06 -3.57 -3.79 0.11
C 2.08 -0.31 4.81 -0.03
H -3.68 -4.98 0.75 0.12
N 2.49 0.38 -0.18 -0.04
N 0.63 1.80 2.19 0.07
H 2.23 1.69 -1.75 0.12
C -1.94 3.35 -1.53 0.01
S 6.93 0.50 -1.09 1.04
C -2.78 -4.43 0.51 -0.14
H 5.37 -0.75 1.09 0.11
O -1.53 -1.10 0.10 0.03
C 2.06 2.09 4.59 -0.02
H -0.92 0.08 -3.15 0.11
H 4.66 1.88 -2.23 0.12
H -1.69 4.18 1.35 0.10
Pd 0.47 -0.20 -0.07 0.99
C -0.33 -4.48 -0.05 -0.14
I -4.48 -1.99 0.84 1.25
H 0.89 -6.24 -0.25 0.12
H 7.54 -4.21 0.24 0.11
H 3.56 1.16 7.47 0.11
H -0.06 4.02 2.00 0.07
C 1.73 0.83 4.09 -0.16
```

- Kohn-Sham gap (alpha / beta) (hartree) = 0.0953 / 0.0903
- ΔE to the lowest compared entry with this formula, charge and spin (kcal/mol) = 28.9
- HOMO level (alpha / beta) (eV) = -12.37 / -12.31
- net charge = +2

---

> net charge of number 2 (C2H8NO)?

+1

---

> The lowest net charge belongs to which entry?

C2H8NO

---

> Which value of net charge does entry 3 give?

+2

---

> What is the formula in the second record?

C2H8NO